Entry 1:
{"formula": "C10H27NO4", "method": "ωB97M-V with the def2-TZVPD basis set", "species": ["H", "H", "H", "H", "H", "N", "C", "H", "O", "H", "H", "H", "O", "O", "O", "C", "H", "H", "H", "H", "H", "H", "H", "H", "H", "H", "C", "C", "C", "H", "C", "C", "C", "H", "H", "C", "H", "H", "H", "H", "C", "H"], "positions_angstrom": [[-24.975508, -3.262598, 5.804741], [-26.350439, -5.381601, 7.741388], [-18.673635, 8.217952, 10.668429], [-24.445761, -1.990318, 10.840033], [-17.088269, 9.210713, 2.634453], [-25.117643, -2.247426, 8.253286], [-26.005812, -1.834798, 9.369275], [-25.751934, -3.166123, 11.042553], [-22.039188, 6.512348, 6.865467], [-21.549271, 6.662837, 7.673906], [-23.278256, -3.430672, 6.335738], [-19.871882, 9.128590, 10.504664], [-19.539393, 8.264202, 10.262781], [-18.930180, 9.335340, 3.335833], [-23.944794, -1.465972, 8.094139], [-24.159678, -4.567010, 8.831011], [-25.473575, 0.254609, 9.506379], [-17.397177, 8.360011, 4.233609], [-27.061349, -0.058301, 10.044389], [-18.061774, 7.704569, 2.677619], [-24.708609, -4.550785, 9.772559], [-28.203758, -2.210125, 9.752283], [-28.328274, -4.509071, 8.725670], [-23.522914, -1.847234, 8.867611], [-22.712665, 5.876793, 7.107764], [-27.041459, -4.448481, 9.919086], [-25.003142, -3.697193, 7.876636], [-27.339729, -4.098293, 8.930906], [-17.758535, 8.592773, 3.231936], [-19.493698, 8.810285, 3.908862], [-25.527498, -2.122841, 10.820523], [-26.347417, -0.354823, 9.275962], [-27.361606, -2.517503, 9.132279], [-25.985541, -1.387963, 11.482535], [-24.274547, -4.804951, 6.175762], [-24.302730, -3.764680, 6.500007], [-26.789495, 0.083318, 8.381150], [-23.360835, -3.927658, 9.206734], [-27.791192, -2.176100, 8.190467], [-26.822830, -4.006069, 6.796953], [-26.403685, -4.293089, 7.761343], [-24.026807, -5.629298, 8.626104]], "forces_ev_per_angstrom": [[0.3, 0.2, -0.3], [0.7, -0.3, -0.6], [0.2, -0.1, 0.1], [0.1, 0.0, 0.3], [0.4, -0.4, 0.2], [-2.1, -0.6, -0.8], [-1.2, 0.0, -0.3], [0.0, 0.2, 0.5], [0.0, 0.1, -0.2], [0.2, 0.1, 0.2], [-0.2, 0.5, 0.7], [-0.1, 0.2, 0.0], [-0.1, -0.2, -0.1], [-1.2, 0.9, 0.6], [-0.7, -1.3, 1.2], [-1.3, 1.7, 2.1], [0.2, 0.0, -0.1], [0.6, -0.2, -0.2], [-0.1, -0.4, 0.3], [0.9, -0.5, 0.0], [-0.5, -0.5, 0.2], [0.6, 0.1, 1.1], [0.0, 0.2, 0.0], [1.5, 0.7, 0.1], [-0.2, -0.2, 0.0], [0.5, -0.9, -0.3], [1.6, 0.1, -0.4], [0.2, 3.3, 0.8], [-0.2, -0.2, -0.6], [-0.4, 0.3, 0.0], [0.4, 0.0, -1.3], [0.6, 1.5, 0.5], [-1.6, -1.7, -1.4], [0.0, -0.4, 0.2], [-0.2, -0.2, 0.1], [-1.1, -0.4, -0.6], [0.3, -0.8, -0.5], [1.2, -0.8, -0.7], [0.5, 0.4, -0.5], [-0.4, 0.3, 0.2], [0.1, -1.5, 0.1], [0.6, 0.4, -0.6]], "mulliken_charge": [0.47, 0.31, 0.32, 0.32, 0.18, 0.05, 1.61, 0.30, -0.64, 0.32, 0.33, 0.32, -0.63, -0.50, -0.42, -1.51, 0.40, 0.22, 0.44, 0.23, 0.41, 0.51, 0.44, 0.39, 0.32, 0.32, 1.40, -0.77, -0.44, 0.31, -1.47, -1.96, -1.55, 0.43, 0.38, -1.82, 0.40, 0.31, 0.48, 0.39, -1.01, 0.42], "orbital_gap_ev": 9.13, "smiles": "CC1(C)CCCC(C)(C)N1O.CO.O.O", "de_lowest_ev": 1.923, "energy_ha": -752.796632}

=====

Entry 2:
{"formula": "C13H32AsF6N4O15", "method": "ωB97M-V with the def2-TZVPD basis set", "species": ["H", "H", "H", "H", "O", "O", "H", "H", "H", "H", "H", "H", "C", "C", "F", "H", "O", "O", "F", "O", "H", "H", "C", "C", "H", "H", "O", "C", "O", "H", "F", "H", "C", "H", "C", "H", "O", "H", "N", "F", "N", "O", "N", "F", "F", "O", "H", "C", "N", "O", "H", "As", "H", "C", "C", "H", "O", "C", "H", "H", "O", "H", "C", "H", "C", "O", "H", "H", "H", "O", "H"], "positions_angstrom": [[-17.920420, 7.004375, 14.170113], [-6.192109, 8.359133, 9.312111], [-8.628420, 10.973036, 12.501652], [-10.663227, 0.801430, 12.609645], [-12.998545, 10.273957, 10.830039], [-13.835448, 10.901546, 8.857537], [-13.082012, 10.333421, 8.627890], [-17.749133, 4.598067, 14.616303], [-9.373449, 9.603537, 13.176287], [-10.598697, 5.102907, 10.731248], [-12.690099, 9.594629, 10.221655], [-9.781235, 1.209928, 11.185475], [-6.426594, 7.943695, 10.319493], [-14.253894, -0.043721, 10.597060], [-11.198318, 5.352268, 9.042534], [-12.577511, 7.601494, 13.123597], [-14.657635, 6.184524, 10.678292], [-19.024054, 8.302722, 15.544777], [-10.138293, 4.334299, 7.165748], [-14.194574, 8.608800, 15.507803], [-11.889695, 7.675660, 9.739898], [-11.944995, 7.935444, 8.230369], [-17.679486, 7.500840, 17.417502], [-10.786516, 1.286515, 11.645007], [-16.852182, 4.573051, 9.760430], [-7.221850, 7.211030, 10.199477], [-10.167826, 4.655462, 11.479582], [-18.166708, 7.659265, 16.154326], [-12.609067, 8.198594, 13.882913], [-7.704351, 10.025900, 13.748669], [-12.343173, 4.357542, 5.929244], [-11.084236, 2.296453, 11.801283], [-13.041164, 0.206012, 11.490029], [-5.605221, 7.286426, 10.605690], [-6.715180, 9.019835, 11.297875], [-11.880193, 0.898067, 9.944695], [-10.830009, 6.441354, 12.624985], [-13.318756, 8.030396, 8.907893], [-17.400061, 6.767017, 14.995580], [-11.326689, 6.427500, 6.851840], [-12.385915, 8.263777, 9.039276], [-9.357957, 4.881451, 13.473604], [-7.945052, 9.152920, 11.709330], [-12.157966, 3.231241, 8.118369], [-13.332177, 5.372503, 7.909900], [-14.669891, 11.700322, 10.713657], [-14.987680, 0.769893, 10.459093], [-15.896782, 5.871312, 10.430432], [-11.821229, 0.551939, 10.864436], [-14.628841, 7.234915, 13.847608], [-14.535951, 7.078489, 11.078112], [-11.787310, 4.870524, 7.444402], [-14.814674, -0.906190, 10.966490], [-10.186564, 5.399055, 12.532394], [-13.840483, 11.015946, 10.159756], [-9.390996, 5.585226, 14.155145], [-13.129397, -0.010376, 12.673433], [-8.385690, 9.947952, 12.861979], [-13.506294, 9.108136, 15.934427], [-17.248249, 6.564387, 17.631007], [-5.743691, 9.700098, 11.657456], [-18.284401, 8.103429, 18.100774], [-17.390465, 5.306337, 15.361214], [-16.389376, 4.974359, 15.591908], [-13.830543, 7.977228, 14.425439], [-15.941924, 4.641942, 9.813930], [-13.959185, -0.321264, 9.602101], [-8.615659, 8.483557, 11.380512], [-16.318283, 7.035241, 14.858973], [-16.869170, 6.528299, 10.780681], [-18.087220, 5.203746, 16.182583]], "forces_ev_per_angstrom": [[-0.2, 0.0, -0.5], [-0.1, -0.2, 0.8], [0.6, -0.4, 0.4], [-0.3, 0.0, 0.1], [0.8, -0.3, 1.0], [0.8, -0.3, -1.7], [-0.1, -0.1, -0.5], [0.0, 0.5, -0.6], [0.3, -0.4, 0.1], [-0.4, -0.2, -0.4], [1.0, -0.8, -0.4], [-0.8, 0.2, -0.2], [-0.3, -1.3, -1.7], [-0.3, -0.2, -0.5], [0.0, 0.4, 0.6], [0.5, -0.2, -0.1], [1.8, 0.8, 0.0], [0.5, 0.0, 0.8], [-0.6, 0.0, -0.3], [-0.1, -0.1, 0.3], [-1.2, 0.3, -0.3], [0.9, -0.2, -1.9], [-1.4, 1.0, -1.0], [0.2, -1.7, -0.1], [-3.3, -1.0, -0.6], [-0.5, 0.2, -0.2], [0.4, -0.8, -0.6], [-0.5, 0.6, -1.4], [-1.1, 0.4, 1.6], [-0.3, -0.4, -1.2], [-0.1, 0.0, -0.7], [0.0, 0.9, 0.0], [0.6, 0.1, -1.0], [0.3, 0.6, 0.3], [4.0, 0.4, -0.3], [-0.4, 0.3, -1.2], [0.8, -0.7, 0.5], [-2.1, -1.2, 0.2], [3.5, -0.8, 1.1], [-0.3, 0.4, -0.1], [2.2, 0.8, 2.0], [-1.0, 1.5, 0.1], [-2.3, 0.1, 1.8], [0.3, 1.3, -0.4], [-0.9, 0.7, 0.1], [0.7, 0.0, -0.2], [0.7, 0.0, 0.5], [-1.2, 0.0, 0.8], [-0.5, 0.1, 1.9], [0.8, 0.7, 1.0], [-0.8, -1.0, -0.2], [1.7, -2.7, 1.1], [0.2, 0.2, 0.3], [-0.2, 0.8, 0.0], [-3.0, 1.6, 1.9], [0.2, -0.7, 0.0], [0.3, 0.3, 0.7], [-0.5, 1.4, -0.3], [0.7, 0.4, 0.1], [0.8, -0.6, 0.7], [-1.2, 0.1, 0.3], [0.5, -0.5, 0.3], [-0.6, 0.0, -0.4], [0.2, 0.2, 0.4], [-0.7, -1.3, -2.7], [2.4, 2.3, 1.1], [0.4, 0.0, -0.6], [0.0, -0.1, -0.1], [-3.0, -0.3, 0.0], [1.0, -1.1, -0.9], [0.2, -0.2, 0.4]], "mulliken_charge": [0.32, 0.22, 0.31, 0.35, -0.38, -0.44, 0.36, 0.31, 0.23, 0.39, 0.53, 0.31, -0.86, -1.03, -0.76, 0.20, -0.22, -0.70, -0.52, -0.38, -0.01, 0.28, -1.31, -0.87, 0.33, 0.22, -0.33, 0.85, -0.40, 0.30, -0.49, 0.25, 0.72, 0.29, 0.73, 0.30, -0.52, 0.29, 0.02, -0.52, -0.73, -0.47, -0.07, -0.55, -0.42, -0.59, 0.20, 0.56, -0.29, -0.74, 0.26, 2.03, 0.31, 0.78, 0.67, 0.37, -0.59, -0.86, 0.32, 0.35, -0.67, 0.32, -0.91, 0.30, 0.91, -0.32, 0.35, 0.18, 0.13, -0.60, 0.43], "orbital_gap_ev": 7.16, "charge": -1, "energy_ha": -4697.466660}

=====

Entry 3:
{"formula": "C17H37Br3N2O3Si2", "method": "ωB97M-V with the def2-TZVPD basis set", "species": ["H", "N", "H", "Br", "Br", "C", "C", "H", "C", "C", "H", "C", "C", "H", "H", "H", "H", "N", "C", "H", "H", "H", "H", "C", "C", "O", "C", "H", "H", "H", "H", "O", "C", "O", "H", "Br", "H", "H", "H", "H", "H", "H", "C", "H", "H", "C", "H", "C", "C", "H", "H", "Si", "Si", "H", "H", "H", "H", "H", "H", "H", "C", "C", "H", "H"], "positions_angstrom": [[-1.168684, -4.898398, 0.752783], [-1.196852, 3.301681, -2.003770], [-2.881188, -5.167105, 2.430230], [3.905980, 2.799601, 3.421996], [2.020377, 5.008403, 4.707308], [-2.036753, -4.496005, 2.645250], [2.997686, -3.747813, -1.095582], [3.441549, -3.451169, -3.189122], [3.601388, 4.682843, 3.665609], [0.742359, 2.729626, 1.058040], [0.323872, 0.910512, 2.193853], [-0.219678, 3.899597, -2.840512], [-2.239793, 1.138398, -0.333655], [0.657090, 2.983981, -0.001674], [5.078396, -3.545432, -0.742109], [-0.223042, -3.035121, -1.133572], [-0.351632, -2.287860, 2.145934], [2.134007, -3.839235, -0.174322], [0.871892, 1.211220, 1.295931], [0.667546, 1.998986, -3.394274], [4.441788, 5.074781, 4.219865], [0.764754, 0.859586, -1.394392], [1.594806, 3.264369, 1.475132], [-3.429050, -2.597698, 2.953606], [-1.447929, -0.189235, -0.191466], [-0.288071, 5.050947, -3.195018], [2.765339, -3.066869, -2.425825], [1.612220, 2.987013, -2.316780], [-1.612809, 4.418534, -0.261634], [-3.033409, 3.911317, -1.171829], [-2.691983, 2.762004, -3.385800], [1.281495, -1.257444, -0.094780], [-0.120390, -3.197997, 1.584752], [-2.456123, -3.455548, 3.508675], [-3.832510, 1.798410, -1.641607], [3.537343, 5.610442, 1.984235], [-1.300437, -5.068441, 3.212571], [2.959455, -1.995138, -2.330503], [-4.037971, -3.106042, 2.197208], [-2.949883, 0.423427, -2.225815], [-2.975897, -1.711811, 2.493459], [-1.337607, 1.657221, -3.285109], [4.360035, -4.355606, -0.901126], [-0.145391, 3.128625, 1.552966], [-2.118512, -3.431753, 0.758340], [-2.001235, 2.276171, -2.681685], [-1.630642, 1.993430, -0.031816], [-2.824596, 1.389736, -1.729606], [-1.402228, -4.009958, 1.350496], [4.354522, -5.018025, -0.039005], [-1.729425, -0.882413, -0.988238], [0.392327, 0.137084, -0.152579], [0.748855, -2.815895, -0.018526], [0.563919, -3.797780, 2.192681], [1.735402, -3.204807, -2.753450], [1.920206, 0.957191, 1.487605], [-4.082727, -2.272554, 3.763615], [-3.069858, 1.105903, 0.374906], [-2.036119, 5.236134, -1.782286], [-1.722256, -0.650810, 0.763134], [-2.012587, 4.276731, -1.267727], [0.956884, 3.027562, -3.189964], [4.690620, -4.906707, -1.783977], [1.485157, 3.449202, -4.041045]], "forces_ev_per_angstrom": [[0.0, 0.0, 0.0], [-0.1, 0.3, -0.1], [0.0, 0.1, 0.0], [0.0, 0.0, 0.0], [0.0, 0.0, 0.0], [0.0, 0.0, -0.1], [0.0, -0.4, -0.2], [0.0, 0.0, 0.0], [0.0, 0.0, 0.0], [-0.1, 0.0, 0.2], [0.0, 0.0, 0.0], [-0.3, -0.3, 0.0], [-0.2, -0.2, 0.1], [0.1, 0.0, 0.0], [0.0, 0.0, 0.0], [0.0, 0.0, 0.0], [0.0, 0.0, 0.0], [0.1, 0.4, 0.3], [0.1, 0.1, -0.1], [0.0, 0.0, 0.0], [0.0, 0.0, 0.0], [0.0, -0.1, 0.0], [0.0, 0.0, -0.1], [-0.1, 0.0, 0.0], [0.0, 0.3, 0.1], [0.2, 0.3, 0.2], [0.2, 0.2, 0.0], [0.0, 0.1, -0.1], [0.0, 0.0, 0.0], [0.0, 0.0, 0.0], [0.0, 0.0, 0.0], [-0.3, 0.0, 0.0], [-0.2, -0.1, 0.0], [0.0, 0.0, 0.0], [0.1, 0.1, 0.1], [0.0, 0.0, 0.0], [0.0, 0.0, 0.0], [-0.1, 0.0, 0.0], [0.0, 0.0, 0.1], [-0.1, 0.0, 0.0], [0.0, -0.1, 0.0], [0.1, 0.0, 0.1], [0.0, -0.2, -0.1], [0.0, 0.0, -0.1], [0.0, 0.0, 0.0], [0.1, -0.1, 0.1], [0.0, 0.0, 0.0], [0.1, -0.1, -0.1], [0.2, -0.1, 0.0], [0.0, 0.1, 0.1], [0.0, -0.1, 0.1], [0.1, 0.2, -0.1], [-0.1, -0.3, -0.2], [0.0, 0.1, 0.1], [0.0, 0.1, 0.0], [0.0, 0.0, 0.0], [0.0, 0.0, 0.0], [0.0, 0.0, 0.0], [0.0, 0.0, 0.0], [0.0, -0.1, -0.1], [-0.1, 0.0, -0.1], [-0.1, -0.2, -0.1], [0.0, 0.0, 0.0], [0.0, 0.0, 0.0]], "mulliken_charge": [0.41, 0.49, 0.39, 0.00, 0.00, -0.78, 0.96, 0.41, -0.34, 0.08, 0.49, 0.61, -0.08, -0.13, 0.29, -0.16, 0.32, -0.63, -0.34, 0.31, 0.33, -0.20, -0.48, -0.62, 0.48, -0.61, -1.23, 0.21, 0.19, 0.36, 0.24, -0.13, -0.44, -0.41, 0.43, -0.02, 0.39, 0.23, 0.33, 0.42, 0.08, 0.47, -1.28, 0.29, 0.23, -0.89, -0.13, -0.99, -0.44, 0.34, 0.60, 0.00, 0.03, 0.60, 0.31, 0.22, 0.32, 0.32, 0.41, -0.82, -1.10, -1.09, 0.36, 0.38], "orbital_gap_ev": 8.95, "energy_ha": -9306.293103}

=====

Entry 4:
{"formula": "CHFN2O2S", "method": "ωB97M-V with the def2-TZVPD basis set", "species": ["C", "O", "S", "O", "N", "F", "N", "H"], "positions_angstrom": [[1.185974, 0.856551, 0.247040], [-1.288302, 0.731563, 0.800877], [-0.967314, -0.414507, 0.089565], [-1.459968, -1.704739, 0.301940], [1.113010, -0.440237, 0.325725], [-1.054964, -0.024515, -1.432551], [1.233333, 2.025473, 0.206357], [1.238230, -1.029587, -0.538952]], "forces_ev_per_angstrom": [[1.9, 4.4, -0.9], [-1.3, 1.2, 1.0], [3.4, -0.1, 0.0], [-0.5, -1.0, -0.3], [-4.4, -3.1, -1.3], [0.1, -0.6, 0.4], [0.0, -2.0, 0.2], [0.8, 1.2, 0.9]], "mulliken_charge": [0.56, -0.42, 1.10, -0.45, -0.54, -0.16, -0.42, 0.34], "orbital_gap_ev": 9.79, "smiles": "N#CNS(=O)(=O)F", "de_lowest_ev": 1.691, "energy_ha": -796.654377}

=====

no.,E_HOMO (Eh)
1,-0.309
2,-0.205
3,-0.329
4,-0.410